Entry 1:
{"formula": "C16H46N2O10", "method": "ωB97M-V/def2-TZVPD", "molar_mass_da": 426.55, "de_lowest_ev": 0.000, "smiles": "COC[C@H](C)N.COC[C@H](C)N.OCCO.OCCO.OCCO.OCCO", "fmax_ev_per_a": 2.0, "homo_energy_ev": -9.214, "symbols": ["C", "O", "C", "C", "C", "N", "H", "H", "H", "H", "H", "H", "H", "H", "H", "H", "H", "C", "O", "C", "C", "C", "N", "H", "H", "H", "H", "H", "H", "H", "H", "H", "H", "H", "O", "C", "C", "O", "H", "H", "H", "H", "H", "H", "O", "C", "C", "O", "H", "H", "H", "H", "H", "H", "O", "C", "C", "O", "H", "H", "H", "H", "H", "H", "O", "C", "C", "O", "H", "H", "H", "H", "H", "H"], "positions_angstrom": [[-2.20020, -7.19045, -0.51275], [-3.06509, -6.13251, -0.15498], [-3.73661, -5.53683, -1.25775], [-2.77946, -4.62493, -2.05928], [-2.21975, -3.46792, -1.24346], [-3.43686, -4.04704, -3.24444], [-1.98306, -7.71165, 0.41774], [-1.29280, -6.81168, -0.98483], [-2.67800, -7.92896, -1.16689], [-4.06626, -6.33942, -1.92549], [-4.53903, -4.93548, -0.83250], [-2.03391, -5.28709, -2.50612], [-3.03035, -2.81010, -0.92949], [-1.72343, -2.87267, -2.02236], [-1.42906, -3.70570, -0.54009], [-4.27502, -3.53751, -2.95297], [-3.85002, -4.74855, -3.85614], [1.46631, 3.40079, 1.98419], [1.83815, 3.03067, 0.67750], [1.57795, 4.02473, -0.30997], [2.23607, 3.55298, -1.59419], [3.77248, 3.51524, -1.44510], [1.87017, 4.48980, -2.67115], [0.39447, 3.59167, 2.08419], [2.04201, 4.24827, 2.36444], [1.71580, 2.56589, 2.63930], [0.48513, 4.05526, -0.40650], [1.95343, 5.01995, -0.05599], [1.84761, 2.57189, -1.89310], [4.05087, 4.56878, -1.50085], [4.17826, 2.93327, -2.27039], [4.07157, 3.08063, -0.49587], [2.30942, 4.23232, -3.55079], [0.88232, 4.32854, -2.86451], [-1.38140, 0.04754, 3.39683], [-0.19766, 0.53427, 3.99534], [-0.08633, -0.02379, 5.41440], [1.06969, 0.48234, 6.06104], [-1.81855, 0.76519, 2.91143], [0.69821, 0.28048, 3.41393], [-0.27867, 1.62256, 4.09772], [-0.06338, -1.11988, 5.40053], [-0.98034, 0.22749, 5.98185], [1.83502, 0.35695, 5.49421], [6.11719, -2.26976, -2.01398], [5.36133, -1.09728, -2.33875], [4.62514, -0.56133, -1.12702], [3.63754, -1.48342, -0.61744], [5.50453, -2.77678, -1.46323], [6.04895, -0.28073, -2.56683], [4.67108, -1.33075, -3.14928], [4.13447, 0.36077, -1.46058], [5.31223, -0.32967, -0.30810], [2.93088, -0.86327, -0.36679], [1.59858, 0.34096, 0.16212], [0.43018, -0.45649, 0.20625], [-0.58770, 0.01553, -0.82280], [-1.16612, 1.26045, -0.48495], [1.39323, 1.27617, 0.36250], [0.71611, -1.47433, -0.06283], [-0.02492, -0.45119, 1.20378], [-1.37004, -0.75451, -0.89042], [-0.11104, -0.05433, -1.80846], [-1.76804, 1.52366, -1.19062], [-3.69252, 2.82342, -0.71381], [-4.18007, 3.19440, 0.58559], [-2.97737, 3.38333, 1.46967], [-2.37862, 2.15399, 1.82567], [-4.42070, 2.65886, -1.31777], [-4.73869, 4.13369, 0.46841], [-4.93556, 2.48741, 0.94005], [-3.22714, 3.94406, 2.37030], [-2.27971, 4.02196, 0.91994], [-1.77285, 1.90983, 1.10267]]}

Entry 2:
{"formula": "C16H46O10", "method": "ωB97M-V/def2-TZVPD", "molar_mass_da": 398.53, "de_lowest_ev": 2.838, "smiles": "CC(C)=O.CC(C)=O.CC(C)=O.CO.CO.CO.CO.CO.CO.CO", "fmax_ev_per_a": 3.5, "homo_energy_ev": -9.545, "symbols": ["C", "C", "C", "O", "H", "H", "H", "H", "H", "H", "C", "C", "C", "O", "H", "H", "H", "H", "H", "H", "C", "C", "C", "O", "H", "H", "H", "H", "H", "H", "C", "O", "H", "H", "H", "H", "C", "O", "H", "H", "H", "H", "C", "O", "H", "H", "H", "H", "C", "O", "H", "H", "H", "H", "C", "O", "H", "H", "H", "H", "C", "O", "H", "H", "H", "H", "C", "O", "H", "H", "H", "H"], "positions_angstrom": [[-0.21250, 0.53648, -1.00816], [0.31407, -0.30067, 0.11140], [1.61639, -1.01968, -0.17643], [-0.25693, -0.31022, 1.17261], [-0.43644, -0.10478, -1.86065], [0.52038, 1.22106, -1.43517], [-1.11936, 1.10001, -0.78878], [2.52902, -0.54493, 0.18387], [1.80625, -1.19082, -1.23603], [1.70233, -1.99449, 0.30366], [-3.61328, 1.87072, -3.06488], [-4.05634, 0.76972, -2.10875], [-5.33300, 0.08601, -2.53622], [-3.49136, 0.42774, -1.04296], [-2.59961, 2.11106, -2.74422], [-4.11285, 2.83712, -2.99719], [-3.52145, 1.42314, -4.05450], [-5.53517, 0.15445, -3.60512], [-6.04985, 0.80245, -2.13505], [-5.50788, -0.85045, -2.00655], [0.93661, -0.53726, 6.56072], [1.39843, 0.51458, 5.54959], [0.54131, 0.57336, 4.29230], [2.25713, 1.34574, 5.80433], [1.00151, -1.55373, 6.17255], [-0.07531, -0.38566, 6.93642], [1.53773, -0.43232, 7.46390], [-0.37465, 1.13235, 4.48375], [0.43553, -0.41635, 3.84802], [1.09443, 1.15388, 3.55396], [-3.74801, -1.37308, 2.69523], [-4.66727, -0.57937, 3.40535], [-3.10673, -2.03017, 3.28268], [-4.24128, -2.00583, 1.95739], [-2.95925, -0.84841, 2.15609], [-4.97964, 0.12179, 2.82881], [-0.43505, 3.35463, 2.43359], [-0.33824, 4.73681, 2.02785], [0.54258, 2.88300, 2.53315], [-0.79512, 3.07047, 3.42238], [-0.83264, 2.78394, 1.59435], [-0.70787, 5.28227, 2.72603], [5.23639, -0.95611, 1.19348], [5.76479, -1.92134, 0.26656], [4.21650, -1.10319, 1.54885], [5.85868, -0.97708, 2.08815], [5.40399, -0.04066, 0.62607], [5.84619, -2.76976, 0.70831], [4.25078, 2.41220, -1.56109], [3.41677, 1.85953, -2.56044], [3.84455, 2.23571, -0.56514], [5.19774, 1.87579, -1.50085], [4.42695, 3.47986, -1.69216], [2.77124, 2.53531, -2.78002], [-2.01216, -3.51994, -0.23389], [-2.03279, -4.64558, 0.60692], [-1.19986, -3.65173, -0.94867], [-3.00790, -3.56907, -0.67457], [-1.90187, -2.59905, 0.33873], [-2.91867, -4.92713, 0.84681], [1.82190, -2.78962, -3.59679], [2.45467, -1.84456, -4.48548], [2.39183, -3.12811, -2.73151], [0.89325, -2.45833, -3.13209], [1.53789, -3.61258, -4.25267], [3.16211, -1.33857, -4.07914], [0.13357, 1.42560, -4.48037], [-0.62673, 1.15302, -5.59884], [0.46259, 2.39678, -4.85004], [-0.47505, 1.56478, -3.58689], [0.98136, 0.79753, -4.20671], [-1.02568, 0.30145, -5.40577]]}

Entry 3:
{"formula": "C16H47NO6", "method": "ωB97M-V/def2-TZVPD", "molar_mass_da": 349.55, "de_lowest_ev": 0.413, "fmax_ev_per_a": 1.7, "homo_energy_ev": -8.433, "symbols": ["N", "H", "H", "H", "H", "C", "O", "H", "H", "H", "C", "C", "C", "O", "H", "H", "H", "H", "H", "H", "H", "H", "C", "C", "C", "O", "H", "H", "H", "H", "H", "H", "H", "H", "C", "C", "C", "O", "H", "H", "H", "H", "H", "H", "H", "H", "C", "C", "C", "O", "H", "H", "H", "H", "H", "H", "H", "H", "C", "C", "C", "O", "H", "H", "H", "H", "H", "H", "H", "H"], "positions_angstrom": [[-19.37662, -28.02276, 20.15150], [-20.35007, -27.76746, 20.29833], [-18.83688, -27.13886, 20.17973], [-19.29210, -28.50097, 19.25551], [-18.98474, -28.59634, 20.89753], [-17.94595, -24.27287, 19.72040], [-17.89780, -25.65638, 19.94246], [-18.15711, -23.73291, 20.65513], [-17.03897, -23.82856, 19.29350], [-18.79131, -24.03156, 19.06279], [-15.55324, -22.03373, 16.06704], [-16.86284, -21.59518, 15.41466], [-17.67736, -22.81355, 14.95704], [-17.67054, -20.84850, 16.33703], [-14.92409, -22.51500, 15.31840], [-15.80381, -22.82265, 16.78103], [-15.03513, -21.26354, 16.63892], [-16.68613, -20.90652, 14.58215], [-17.92616, -23.46970, 15.78727], [-17.10036, -23.29786, 14.16859], [-18.60557, -22.46759, 14.49946], [-17.05238, -20.31113, 16.84409], [-16.30980, -28.34509, 15.91840], [-16.42431, -27.22634, 16.95205], [-16.20155, -25.83965, 16.34660], [-17.69941, -27.24759, 17.56687], [-15.30078, -28.43373, 15.51885], [-16.97762, -28.08249, 15.09324], [-16.61714, -29.29518, 16.35263], [-15.59798, -27.41844, 17.64698], [-16.08432, -25.03106, 17.06469], [-17.01631, -25.63769, 15.64925], [-15.30976, -25.87527, 15.71203], [-17.63932, -26.68735, 18.36725], [-20.84205, -22.39592, 17.04047], [-21.11027, -20.91508, 17.27298], [-20.65814, -20.36773, 18.62908], [-20.47516, -20.13522, 16.25711], [-21.21940, -23.00847, 17.85941], [-19.75210, -22.48610, 17.02008], [-21.18472, -22.71553, 16.05824], [-22.16097, -20.72822, 17.03224], [-21.20576, -20.88722, 19.41958], [-20.71917, -19.28393, 18.68140], [-19.60811, -20.62211, 18.80392], [-19.52019, -20.31485, 16.26458], [-20.37592, -25.64472, 24.43969], [-19.41366, -25.10934, 23.40942], [-18.11362, -24.46727, 23.94744], [-19.09722, -26.21003, 22.56649], [-21.21902, -26.11013, 23.93178], [-20.71587, -24.85008, 25.10762], [-19.90992, -26.37363, 25.10574], [-19.85464, -24.29084, 22.82756], [-18.25765, -23.56472, 24.54450], [-17.50819, -24.17801, 23.08802], [-17.60001, -25.18070, 24.59453], [-18.68532, -25.83636, 21.76435], [-14.26218, -26.00347, 21.60820], [-14.60236, -26.87417, 20.40263], [-13.56944, -27.96199, 20.14366], [-15.84313, -27.50363, 20.71896], [-14.94897, -25.18298, 21.81135], [-13.22429, -25.65253, 21.61594], [-14.25884, -26.61457, 22.51667], [-14.70678, -26.25755, 19.50420], [-12.60149, -27.45766, 20.14892], [-13.85823, -28.43716, 19.20782], [-13.51003, -28.69537, 20.94799], [-16.54927, -26.84314, 20.59788]]}

Number 1: energy -1499.012938 hartree, LUMO energy 0.19 eV, orbital gap 9.40 eV. Number 2: energy -1389.397077 hartree, LUMO energy 0.31 eV, orbital gap 9.85 eV. Number 3: energy -1143.942223 hartree, LUMO energy 0.03 eV, orbital gap 8.46 eV.